1.
96
Properties=species:S:1:pos:R:3 method="wB97M-V/def2-TZVPD" homo_lumo_gap_ev=7.883 total_charge=+2
Pt 0.7364 -0.4260 0.5665
C 5.4225 1.7247 3.7805
C 4.8653 0.3235 3.4765
C 5.7336 -0.7474 4.1640
C 3.4483 0.2125 4.0056
C 3.2023 0.3279 5.3728
C 1.9331 0.1950 5.9069
C 0.8753 -0.1126 5.0742
C 1.0793 -0.2576 3.7065
P -0.2503 -0.8432 2.6137
C -0.4231 -2.5999 3.0130
C -0.1793 -3.5402 2.0125
C -0.2425 -4.8979 2.2972
C -0.5402 -5.3215 3.5825
C -0.7755 -4.3904 4.5882
C -0.7172 -3.0361 4.3079
C -1.7080 0.0317 3.2268
C -2.8624 -0.6349 3.6305
C -3.9587 0.0847 4.0873
C -3.9071 1.4696 4.1386
C -2.7586 2.1386 3.7319
C -1.6628 1.4261 3.2747
C 2.3496 -0.0358 3.1997
O 2.4607 -0.0481 1.7941
C 3.7425 -0.0184 1.2071
C 3.7816 -0.1066 -0.1784
C 5.0113 -0.1630 -0.8211
C 6.1774 -0.0898 -0.0806
C 6.1020 0.0643 1.2915
C 4.8856 0.1086 1.9761
P 2.2474 0.0078 -1.1116
C 2.1675 1.6918 -1.7577
C 3.1611 2.6278 -1.4842
C 3.0341 3.9303 -1.9513
C 1.9237 4.2985 -2.6950
C 0.9314 3.3643 -2.9724
C 1.0472 2.0693 -2.4996
C 2.3664 -1.1403 -2.4878
C 2.4839 -0.7040 -3.8035
C 2.5796 -1.6364 -4.8293
C 2.5619 -2.9910 -4.5393
C 2.4474 -3.4276 -3.2227
C 2.3452 -2.5064 -2.1971
H 5.4377 1.9083 4.8545
H 4.8178 2.5006 3.3087
H 6.4450 1.8181 3.4148
H 5.7410 -0.6030 5.2435
H 6.7661 -0.6887 3.8229
H 5.3572 -1.7490 3.9539
H 4.0309 0.5409 6.0350
H 1.7744 0.3150 6.9695
H -0.1185 -0.2281 5.4866
H 0.0621 -3.2083 1.0086
H -0.0541 -5.6218 1.5158
H -0.5847 -6.3790 3.8064
H -1.0017 -4.7229 5.5923
H -0.9028 -2.3244 5.1013
H -2.9055 -1.7162 3.6090
H -4.8473 -0.4381 4.4165
H -4.7578 2.0294 4.5038
H -2.7159 3.2188 3.7819
H -0.7702 1.9485 2.9506
H 5.0472 -0.2557 -1.9001
H 7.1396 -0.1368 -0.5708
H 7.0196 0.1543 1.8574
H 4.0348 2.3531 -0.9079
H 3.8110 4.6530 -1.7404
H 1.8322 5.3110 -3.0653
H 0.0695 3.6506 -3.5612
H 0.2691 1.3452 -2.7096
H 2.5106 0.3534 -4.0307
H 2.6741 -1.3006 -5.8531
H 2.6404 -3.7139 -5.3403
H 2.4394 -4.4862 -3.0007
H 2.2527 -2.8441 -1.1702
S -0.8110 -0.8159 -1.0506
C -2.4423 -0.8699 -0.4394
N -3.3186 -0.0828 -1.1057
C -4.6507 -0.0731 -0.8978
C -5.1898 -0.8873 0.0574
C -4.3277 -1.7158 0.7779
C -2.9692 -1.7117 0.5326
H -2.9260 0.5342 -1.8082
H -5.2272 0.5985 -1.5169
H -6.2552 -0.8863 0.2300
H -4.7321 -2.3867 1.5248
H -2.3066 -2.3881 1.0526
C -1.7790 2.8630 -0.0215
C -0.6199 3.5908 0.6163
O 0.4172 2.6331 0.8546
H -2.6213 3.5400 -0.1699
H -2.1034 2.0412 0.6218
H -1.4713 2.4558 -0.9881
H -0.9341 4.0530 1.5581
H -0.2533 4.3830 -0.0410
H 1.2469 3.1111 0.9557

=====

2.
44
Properties=species:S:1:pos:R:3 method="wB97M-V/def2-TZVPD" homo_lumo_gap_ev=8.390
C 3.9656 -3.5866 1.0908
C 3.8444 -2.5404 -0.0393
C 2.4103 -2.0878 -0.3389
Cl 2.2773 -1.8580 -2.1145
C 1.9550 -0.8503 0.4078
Br 2.4811 -1.0081 2.3400
O 2.4940 0.3801 0.0018
S 1.7053 1.5898 0.7537
O 1.3332 2.5996 -0.1653
O 2.4193 2.1022 1.8613
O 0.4455 0.6826 1.2181
C 0.4316 -0.5360 0.4512
I -0.3829 0.1942 -1.4631
C -0.4452 -1.5913 1.1201
C -1.8167 -1.8615 0.4895
C -2.5934 -2.8664 1.3874
C -2.3202 -4.3299 1.0914
O -3.0000 -5.2041 1.5981
O -1.3278 -4.6845 0.2209
H 4.1089 -4.5901 0.7070
H 4.8353 -3.3295 1.6852
H 3.1075 -3.5788 1.7514
H 4.5183 -1.7096 0.1379
H 4.1985 -3.0263 -0.9399
H 1.7362 -2.8912 -0.0706
H -0.6530 -1.2433 2.1286
H 0.1089 -2.5202 1.2416
H -1.7511 -2.2911 -0.5018
H -2.3758 -0.9341 0.5187
H -2.3477 -2.6263 2.4157
H -3.6488 -2.7255 1.1935
H -0.5766 -4.0914 0.3012
F -3.0215 3.3260 -3.5190
C -2.5563 4.2092 -2.6093
C -3.3088 5.3282 -2.3166
C -2.8296 6.2298 -1.3783
C -1.6084 6.0055 -0.7572
C -0.8646 4.8750 -1.0691
C -1.3428 3.9639 -1.9998
H -4.2543 5.4866 -2.8183
H -3.4103 7.1086 -1.1323
H -1.2357 6.7130 -0.0286
H 0.0862 4.7011 -0.5900
H -0.7910 3.0668 -2.2606

=====

3.
13
Properties=species:S:1:pos:R:3 method="wB97M-V/def2-TZVPD" homo_lumo_gap_ev=9.930
H 0.6438 -3.8411 -1.4495
H 0.2488 -4.1048 -0.8825
C 0.1523 -0.4689 1.1386
C -0.7000 0.6546 1.5545
S 1.1689 1.0162 1.5260
H -0.0154 -0.7439 0.0989
H 0.1114 -1.3835 1.7159
H -1.2130 1.4206 0.9929
H -0.9829 0.7013 2.6029
N -0.0951 1.6240 -1.7161
H 0.5671 1.3083 -1.0335
H 0.0188 1.2161 -2.6206
H 0.0954 2.6012 -1.9275

=====

4.
74
Properties=species:S:1:pos:R:3 method="wB97M-V/def2-TZVPD" homo_lumo_gap_ev="4.924 / 4.930" total_charge=+1
V -1.2007 0.2943 0.5945
C -5.2108 -0.7345 -0.3880
C -4.0669 -0.5001 0.5192
O -2.9902 -0.1134 -0.0029
C -4.2037 -0.7389 1.9264
C -3.2186 -0.6845 2.8504
C -3.5051 -0.9919 4.2847
N -1.9047 -0.3659 2.4612
N -1.0672 -0.4489 3.4477
C 0.2250 -0.1917 2.9684
O 0.4270 0.0442 1.7551
C 1.3212 -0.2046 3.9129
C 2.6230 -0.0395 3.4340
C 3.6800 -0.0411 4.3231
C 3.4391 -0.1996 5.6866
C 2.1436 -0.3635 6.1649
C 1.0797 -0.3696 5.2814
H -5.0950 -0.1523 -1.2968
H -6.1553 -0.5009 0.1027
H -5.2235 -1.7956 -0.6581
H -5.1870 -1.0204 2.2749
H -4.5596 -1.2127 4.4194
H -3.2237 -0.1466 4.9147
H -2.9056 -1.8397 4.6187
H 2.7880 0.0846 2.3724
H 4.6916 0.0819 3.9611
H 4.2694 -0.1975 6.3811
H 1.9667 -0.4856 7.2246
H 0.0674 -0.4972 5.6370
C -1.1403 -4.3759 0.3822
C -0.5800 -3.4273 -0.6531
C -0.0607 -3.8874 -1.8470
C 0.4495 -2.9937 -2.7785
C 1.0227 -3.4813 -4.0878
C 0.4358 -1.6241 -2.5106
C -0.0697 -1.1257 -1.3289
C -0.5669 -2.0576 -0.4159
N -0.1874 0.2658 -0.9682
C 0.5801 1.3199 -1.6998
C 0.4335 2.6489 -0.9554
C 1.2201 3.7723 -1.6510
C 2.7071 3.4069 -1.7126
C 2.8560 2.0847 -2.4696
C 2.2971 2.2236 -3.8893
C 0.8201 2.6313 -3.8305
C 0.6800 3.9574 -3.0745
C 0.0136 1.5434 -3.1065
C 2.0827 0.9905 -1.7277
H -1.0317 -5.4118 0.0666
H -2.2036 -4.1901 0.5526
H -0.6270 -4.2624 1.3397
H -0.0483 -4.9519 -2.0530
H 0.9898 -4.5675 -4.1543
H 2.0616 -3.1667 -4.2000
H 0.4652 -3.0738 -4.9327
H 0.8343 -0.9593 -3.2646
H -0.9651 -1.7838 0.5713
H 0.7941 2.5307 0.0742
H -0.6246 2.9294 -0.9353
H 1.0853 4.6918 -1.0783
H 3.1174 3.3107 -0.7022
H 3.2673 4.1996 -2.2159
H 3.9087 1.8018 -2.5179
H 2.4055 1.2773 -4.4299
H 2.8683 2.9744 -4.4424
H 0.4304 2.7392 -4.8437
H -0.3704 4.2652 -3.0452
H 1.2352 4.7480 -3.5875
H 0.0142 0.6259 -3.7032
H -1.0328 1.8497 -3.0026
H 2.4289 0.9160 -0.6902
H 2.2781 0.0272 -2.1944
O -1.7628 2.9965 1.4728
N -1.5154 1.9435 1.0696

=====

5.
15
Properties=species:S:1:pos:R:3 method="wB97M-V/def2-TZVPD" homo_lumo_gap_ev=12.182 total_charge=+1
C -1.0377 0.7773 -0.8799
N -0.1674 0.0210 0.1161
C -0.6629 -0.7011 1.2442
C 1.2005 0.6791 0.1818
C 0.9738 -0.5230 -0.5865
Cl 1.4981 -2.2701 -0.0493
H -1.7835 0.1322 -1.3209
H -1.5085 1.6726 -0.5500
H -0.2990 1.0214 -1.6479
H -1.1229 -1.4699 0.6854
H 0.1610 -1.1671 1.8190
H -1.3748 -0.0498 1.8124
H 1.6612 0.6420 1.1624
H 1.3886 1.7341 -0.2376
H 1.0736 -0.4987 -1.7492

=====

6.
61
Properties=species:S:1:pos:R:3 method="wB97M-V/def2-TZVPD" homo_lumo_gap_ev="6.460 / 7.083" total_charge=+1 spin_multiplicity=3
W -0.0413 -0.4942 0.0164
C -2.2117 3.0220 0.4299
C -2.1165 1.7345 1.1945
C -2.1977 0.4956 0.5100
C -2.2455 -0.7102 1.2332
C -2.1979 -0.6951 2.6325
C -2.0944 0.5121 3.2937
C -2.0390 1.7098 2.5765
H -3.2365 3.1717 0.0866
H -1.5711 3.0077 -0.4533
H -1.9418 3.8783 1.0449
H -2.5074 0.4843 -0.5341
H -2.4784 -1.6262 0.6972
H -2.2729 -1.6167 3.1857
H -2.0713 0.5267 4.3731
H -1.9987 2.6501 3.1119
C 1.8136 1.1594 -6.0779
C 1.0485 0.2838 -5.1333
C 0.0469 0.8156 -4.3220
C -0.6362 0.0183 -3.4186
C -0.3200 -1.3296 -3.3298
C 0.6478 -1.8937 -4.1584
C 1.3285 -1.0798 -5.0472
S -1.0864 -2.3289 -2.1146
O -1.2137 -3.6622 -2.5991
O -2.1938 -1.5664 -1.5784
N -0.0460 -2.3109 -0.8114
C 1.2778 -2.8685 -1.0614
C 2.2212 -1.7186 -1.3893
O 3.2634 -1.8090 -1.9633
O 1.7188 -0.5489 -0.9482
H 1.2353 2.0373 -6.3594
H 2.0854 0.6193 -6.9816
H 2.7375 1.5026 -5.6091
H -0.2103 1.8632 -4.4135
H -1.4370 0.4320 -2.8119
H 0.8567 -2.9516 -4.1149
H 2.0864 -1.5077 -5.6874
H 1.2624 -3.6119 -1.8584
H 1.6380 -3.3472 -0.1443
I 2.8143 4.7097 -2.0820
C 1.8041 3.4078 -0.8730
C 1.5557 3.5378 0.4793
N 0.8685 2.4499 0.8632
N 0.6448 1.6181 -0.1748
C 1.2298 2.1852 -1.2308
H 1.8188 4.3071 1.1822
H 0.5201 2.2039 1.7766
H 1.2191 1.6773 -2.1796
Te 1.6420 -0.9729 2.0219
C 0.6954 -1.3110 3.8620
C 0.7839 -0.3299 4.8464
C 0.2468 -0.5539 6.1059
C -0.3765 -1.7582 6.3908
C -0.4410 -2.7501 5.4233
C 0.1025 -2.5334 4.1666
H 1.2791 0.6103 4.6410
H 0.3231 0.2090 6.8687
H -0.7939 -1.9335 7.3720
H -0.9026 -3.7011 5.6517
H 0.0633 -3.3194 3.4234

=====

7.
21
Properties=species:S:1:pos:R:3 method="wB97M-V/def2-TZVPD" homo_lumo_gap_ev=10.990
O 2.3626 1.6996 1.6406
H 2.9149 1.0601 2.0907
H 2.9801 2.2688 1.1808
O -0.8191 -2.7901 1.5292
H -0.2421 -2.2157 1.0256
H -0.7949 -3.6249 1.0612
O 0.2440 0.2030 0.0950
H 0.7251 -0.1302 -0.6627
H 0.8957 0.6933 0.5966
O 0.5490 -0.6578 -3.9424
H -0.1853 -0.8761 -3.3680
H 0.2121 -0.7999 -4.8272
O -1.6655 -1.7252 -2.1510
H -1.6146 -1.2869 -1.3012
H -1.6360 -2.6589 -1.9419
O -2.4365 0.2363 -0.0938
H -2.6983 1.0203 -0.5767
H -1.4927 0.3370 0.0339
O 0.7929 3.4524 3.1399
H 1.2026 2.8461 2.5224
H 0.7059 2.9486 3.9492

=====

8.
7
Properties=species:S:1:pos:R:3 method="wB97M-V/def2-TZVPD" homo_lumo_gap_ev="9.356 / 9.588"
C 0.1530 0.9969 -0.4869
N -0.0349 0.6127 0.8397
N 0.5432 -0.2404 -0.1062
O -0.0265 1.8518 -1.2495
O -0.7102 -1.6561 -0.4074
H 0.1896 0.8038 1.8337
H -0.1141 -2.3686 -0.4234

=====

9.
105
Properties=species:S:1:pos:R:3 method="wB97M-V/def2-TZVPD" homo_lumo_gap_ev="4.190 / 4.523" total_charge=+2
Rh 0.1919 -0.2432 0.5777
C 1.6195 -4.7457 -2.3403
N 0.7621 -3.9856 -1.4470
C 1.2832 -3.8475 -0.0967
P -0.2842 -2.8569 -2.0307
O -0.8453 -1.9620 -0.9969
O 0.5718 -1.9522 -3.1451
P 1.5783 -0.7963 -2.6210
O 1.5488 -0.7826 -1.1319
N 3.0822 -1.0866 -3.1979
C 4.1745 -1.5347 -2.3568
C 3.2570 -1.3384 -4.6143
N 0.9689 0.5435 -3.4085
C 1.8196 1.7158 -3.5136
C -0.4046 0.8458 -3.0713
N -1.4857 -3.5562 -2.9225
C -2.3806 -2.6283 -3.5920
C -1.4475 -4.8777 -3.5154
H 1.5477 -5.8099 -2.0984
H 2.6627 -4.4337 -2.2197
H 1.3253 -4.5826 -3.3743
H 0.9789 -4.7025 0.5124
H 0.9028 -2.9245 0.3448
H 2.3758 -3.7862 -0.1131
H 3.9368 -1.3260 -1.3164
H 5.0848 -0.9938 -2.6266
H 4.3647 -2.6058 -2.4831
H 2.3757 -0.9912 -5.1457
H 3.3994 -2.4042 -4.8080
H 4.1337 -0.7990 -4.9759
H 2.8533 1.4051 -3.6424
H 1.7498 2.3582 -2.6289
H 1.5165 2.2963 -4.3854
H -1.0121 -0.0429 -3.2265
H -0.7760 1.6365 -3.7200
H -0.5135 1.1692 -2.0167
H -2.4326 -1.7165 -3.0001
H -3.3785 -3.0652 -3.6564
H -2.0386 -2.3812 -4.6017
H -0.8070 -5.5235 -2.9221
H -1.0955 -4.8520 -4.5525
H -2.4601 -5.2908 -3.5090
C -3.7624 -1.2763 -0.3437
As -2.4411 -0.2552 0.6808
C -3.2482 -0.4087 2.4756
C -2.9617 1.5816 0.2758
C -4.1824 1.8859 -0.3151
C -4.5472 3.2043 -0.5292
C -3.6839 4.2267 -0.1735
C -2.4577 3.9314 0.3987
C -2.0940 2.6114 0.6345
As -0.4226 2.1462 1.5274
C -0.9869 2.4184 3.4037
C 0.6170 3.8042 1.3385
H -4.7381 -1.2308 0.1457
H -3.4352 -2.3135 -0.4107
H -3.8387 -0.8673 -1.3521
H -3.9332 0.4232 2.6341
H -2.4906 -0.4042 3.2580
H -3.7944 -1.3488 2.5430
H -4.8638 1.0931 -0.5961
H -5.5065 3.4292 -0.9704
H -3.9611 5.2554 -0.3390
H -1.7868 4.7396 0.6587
H -1.6666 3.2745 3.4319
H -0.1229 2.6357 4.0381
H -1.5030 1.5432 3.7987
H 0.0697 4.6402 1.7782
H 0.8227 4.0107 0.2850
H 1.5703 3.7060 1.8605
Br 3.8067 4.7108 -0.0115
C 5.0143 3.5460 0.8626
C 6.2255 4.0560 1.3085
C 7.1403 3.2221 1.9259
C 6.8405 1.8828 2.1180
C 5.6288 1.3773 1.6799
C 4.7105 2.2018 1.0458
I 2.9296 1.2867 0.2378
H 6.4443 5.1029 1.1597
H 8.0944 3.6160 2.2359
H 7.5534 1.2272 2.5942
H 5.3898 0.3331 1.8126
C 4.2459 -0.8676 4.1714
C 3.8451 -2.1334 3.7656
C 2.6137 -2.3214 3.1788
C 1.7464 -1.2308 2.9661
C 2.1763 0.0461 3.3643
C 3.4063 0.2193 3.9627
N 0.5038 -1.4190 2.4062
C -0.2708 -2.4197 2.9003
C -1.2837 -3.0315 2.1286
C -2.0408 -4.0555 2.6564
C -1.8306 -4.4943 3.9601
C -0.8727 -3.8712 4.7496
C -0.1109 -2.8465 4.2424
H 5.2039 -0.7338 4.6482
H 4.4947 -2.9827 3.9115
H 2.3050 -3.3039 2.8559
H 1.4966 0.8853 3.2492
H 3.7155 1.2059 4.2763
H -1.4093 -2.7307 1.0947
H -2.8017 -4.5364 2.0570
H -2.4164 -5.3037 4.3630
H -0.7296 -4.1790 5.7731
H 0.5988 -2.3374 4.8762

=====

10.
19
Properties=species:S:1:pos:R:3 method="wB97M-V/def2-TZVPD" homo_lumo_gap_ev=10.381
N 1.9684 1.8614 1.3203
C 0.9090 1.3072 1.9690
O 0.8961 1.1760 3.1763
C -0.2562 0.8913 1.1089
C 0.0437 -0.2836 0.1616
C -1.1715 -0.5766 -0.7414
C -0.9593 -1.7965 -1.5987
O 0.1556 -1.6913 -2.4762
H 2.1026 1.8291 0.3240
H 2.7223 2.2486 1.8641
H -0.5244 1.7315 0.4735
H -1.0714 0.6174 1.7765
H 0.8730 -0.0943 -0.5095
H 0.2560 -1.1822 0.7315
H -1.4085 0.3199 -1.3336
H -2.0394 -0.7329 -0.0957
H -1.8460 -2.0700 -2.1724
H -0.7656 -2.6797 -0.9937
H 0.1157 -0.8753 -2.9847

=====

11.
10
Properties=species:S:1:pos:R:3 method="wB97M-V/def2-TZVPD" homo_lumo_gap_ev=9.896
C 0.4951 0.5623 1.5054
N -0.3043 -0.1174 0.8172
C -0.1828 0.3319 -0.5768
C -0.5504 -1.0314 -1.1083
O -1.5863 -1.2919 -1.6566
H 0.6663 1.6231 1.3089
H 1.1546 0.0247 2.1619
H 0.8856 0.4991 -0.7931
H -0.7687 1.1991 -0.8821
H 0.1907 -1.7997 -0.7765

=====

We obtain electronic energy values of -86634.939; -132348.710; -14543.426; -69478.744; -18297.368; -67038.948; -14560.060; -8138.993; -273196.534; -10948.866; -6726.811 eV for the records listed above, in that order.
We obtain energy relative to the best compared isomer or geometry (same formula, charge and spin) values of 0.0; 41.4; 180.1; 197.8; 132.1; 37.4; 135.3; 615.3; 123.4; 38.7; 266.5 kJ/mol for the records listed above, in that order.